Record 1
Computed, not measured: the molecule C5H9NO, with the ωB97M-V functional and the def2-TZVPD basis.

Summary:
**Orbital gap**: 11.0 eV
**E_HOMO**: -0.3631 Ha
**Structure (SMILES)**: C/N=C/[C@H]1O[C@@H]1C
**LUMO energy**: 1.2 eV
**2S+1**: 1
**Energy above the lowest of the compared OMol25 structures with the same formula, charge and spin**: 2.3726 eV

Bonds (Å) are listed after each position.
Cartesian coordinates (Å):
1 C 2.261 -0.350 -2.128  N2 1.445, H8 1.096, H9 1.094, H10 1.101
2 N 0.919 -0.123 -1.643  C1 1.445, C3 1.264
3 C 0.556 -0.703 -0.580  N2 1.264, C4 1.484, H11 1.103
4 C -0.769 -0.368 -0.002  C3 1.484, C5 1.468, O6 1.422, H13 1.090
5 C -0.869 0.079 1.392  C4 1.468, O6 1.420, C7 1.504, H12 1.093
6 O -1.307 -1.216 1.005  C4 1.422, C5 1.420
7 C -1.903 1.091 1.802  C5 1.504, H14 1.094, H15 1.096, H16 1.094
8 H 2.822 0.587 -2.042  C1 1.096
9 H 2.221 -0.604 -3.192  C1 1.094
10 H 2.806 -1.139 -1.586  C1 1.101
11 H 1.189 -1.404 -0.010  C3 1.103
12 H 0.045 0.062 1.991  C5 1.093
13 H -1.489 0.022 -0.721  C4 1.090
14 H -2.328 0.852 2.782  C7 1.094
15 H -1.438 2.081 1.861  C7 1.096
16 H -2.715 1.133 1.071  C7 1.094

***

Record 2
Computed, not measured: the molecule C8H16N2O2S2 at a distorted geometry, with the ωB97M-V functional and the def2-TZVPD basis.

Summary:
**Orbital gap**: 8.6 eV
**E_HOMO**: -0.2941 Ha
**Structure (SMILES)**: C1CN(SSN2CCOCC2)CCO1
**LUMO energy**: 0.6 eV
**2S+1**: 1
**Energy above the lowest of the compared OMol25 structures with the same formula, charge and spin**: 7.3623 eV

Bonds (Å) are listed after each position.
Cartesian coordinates (Å):
1 C 1.953 -1.702 3.165  C2 1.345, H9 1.083, H10 1.144, O27 1.477
2 C 1.564 -0.507 2.685  C1 1.345, H11 1.075, H12 1.199, N25 1.550
3 C -0.471 -1.475 1.444  C4 1.574, H13 1.240, H14 1.041, N25 1.470
4 C -0.055 -2.811 2.165  C3 1.574, H15 1.193, H16 0.980, O27 1.507
5 C -0.921 1.778 -1.000  C6 1.581, H17 1.146, H18 1.140, N26 1.307
6 C -1.831 2.645 -1.960  C5 1.581, H19 1.111, H20 1.202, O28 1.357
7 C -1.202 1.087 -3.597  C8 1.661, H21 1.135, H22 1.165, O28 1.468
8 C 0.227 0.723 -2.831  C7 1.661, H23 1.131, H24 1.158, N26 1.478
9 H 2.741 -2.016 2.492  C1 1.083
10 H 2.517 -1.671 4.161  C1 1.144
11 H 2.358 0.216 2.637  C2 1.075
12 H 0.745 0.076 3.339  C2 1.199
13 H -1.173 -0.630 2.020  C3 1.240
14 H -0.942 -1.366 0.522  C3 1.041
15 H -0.963 -3.337 2.732  C4 1.193
16 H 0.489 -3.269 1.492  C4 0.980
17 H -0.545 2.584 -0.278  C5 1.146
18 H -1.422 0.898 -0.476  C5 1.140
19 H -1.669 3.735 -1.815  C6 1.111
20 H -2.970 2.327 -1.748  C6 1.202
21 H -2.117 0.446 -3.396  C7 1.135
22 H -1.191 0.891 -4.745  C7 1.165
23 H 0.294 -0.396 -2.682  C8 1.131
24 H 1.113 1.144 -3.445  C8 1.158
25 N 0.800 -0.742 1.357  C2 1.550, C3 1.470, S29 1.678
26 N 0.221 1.489 -1.567  C5 1.307, C8 1.478, S30 1.637
27 O 0.838 -2.648 3.368  C1 1.477, C4 1.507
28 O -1.534 2.480 -3.274  C6 1.357, C7 1.468
29 S 1.614 -1.017 -0.085  N25 1.678, S30 2.168
30 S 1.531 1.065 -0.681  N26 1.637, S29 2.168

***

Record 3
Computed, not measured: a cluster of 2 separate species, CH7N2O in total at a distorted geometry, with the ωB97M-V functional and the def2-TZVPD basis.

Summary:
**Orbital gap**: 12.1 eV
**E_HOMO**: -0.5949 Ha
**LUMO energy**: -4.1 eV
**2S+1**: 1
**Net charge**: +1
**Energy above the lowest of the compared OMol25 structures with the same formula, charge and spin**: 0.7497 eV

Bonds (Å) are listed after each position.
Cartesian coordinates (Å):
1 N -0.724 -1.245 -0.186  C2 1.329, H4 1.019, H5 1.006
2 C 0.294 -0.919 -0.976  N1 1.329, N3 1.312, H6 1.088
3 N 0.855 0.260 -0.846  C2 1.312, H7 1.018, H8 1.040
4 H -0.765 -0.778 0.718  N1 1.019
5 H -1.119 -2.164 -0.291  N1 1.006
6 H 0.377 -1.714 -1.714  C2 1.088
7 H 1.855 0.437 -0.907  N3 1.018
8 H 0.573 0.734 0.035  N3 1.040
9 H -0.474 2.148 0.660  O11 0.961
10 H -0.569 1.772 2.190  O11 0.962
11 O -0.302 1.469 1.318  H9 0.961, H10 0.962

***

Record 4
Computed, not measured: the molecule C4H9NO2, with the ωB97M-V functional and the def2-TZVPD basis.

Summary:
**Orbital gap**: 10.1 eV
**E_HOMO**: -0.3490 Ha
**Structure (SMILES)**: NC(=O)CCCO
**LUMO energy**: 0.6 eV
**2S+1**: 1
**Energy above the lowest of the compared OMol25 structures with the same formula, charge and spin**: 0.6090 eV

Bonds (Å) are listed after each position.
Cartesian coordinates (Å):
1 N 1.417 0.470 1.311  C2 1.359, H8 1.008, H9 1.013
2 C 1.261 -0.836 0.971  N1 1.359, O3 1.220, C4 1.526
3 O 1.805 -1.754 1.564  C2 1.220
4 C 0.365 -1.084 -0.240  C2 1.526, C5 1.533, H10 1.112, H11 1.090
5 C -1.051 -0.509 -0.122  C4 1.533, C6 1.539, H12 1.097, H13 1.098
6 C -1.269 0.804 -0.893  C5 1.539, O7 1.424, H14 1.100, H15 1.099
7 O -0.313 1.805 -0.561  C6 1.424, H16 0.975
8 H 1.985 0.694 2.113  N1 1.008
9 H 0.868 1.189 0.854  N1 1.013
10 H 0.880 -0.682 -1.140  C4 1.112
11 H 0.329 -2.168 -0.354  C4 1.090
12 H -1.780 -1.227 -0.518  C5 1.097
13 H -1.306 -0.359 0.935  C5 1.098
14 H -1.257 0.606 -1.976  C6 1.100
15 H -2.267 1.197 -0.652  C6 1.099
16 H 0.331 1.851 -1.291  O7 0.975

***

- What is the 2S+1 in the first record?
  1